No. 1
Below is a structure of composition C39H53N4NaO3PSSi, with properties calculated with ωB97M-V with the def2-TZVPD basis set.

Last column: Mulliken charge in e.
Geometry (Å):
Na1 0.42 0.12 0.38  0.85
C1 1.79 -2.91 1.33  -1.00
C2 0.82 -3.28 0.22  2.02
C3 -0.54 -3.64 0.80  -1.40
C4 1.41 -4.45 -0.57  -1.55
O1 0.66 -2.09 -0.57  0.55
Si1 0.24 -1.97 -2.20  -0.58
S1 -0.30 -0.07 -2.63  -0.85
O2 -0.90 -3.17 -2.38  0.34
C5 -1.49 -3.72 -3.54  1.69
C6 -2.90 -4.15 -3.15  -1.76
C7 -0.67 -4.94 -3.97  -1.57
C8 -1.55 -2.71 -4.69  -1.48
O3 1.53 -2.58 -3.07  0.36
C9 2.73 -1.95 -3.49  2.06
C10 3.72 -3.07 -3.77  -1.97
C11 3.28 -1.03 -2.39  -1.43
C12 2.47 -1.15 -4.76  -1.83
H1 1.97 -3.77 1.98  0.54
H2 1.38 -2.10 1.94  -0.20
H3 2.73 -2.59 0.89  0.23
H4 -0.45 -4.47 1.50  0.47
H5 -1.23 -3.92 0.00  0.06
H6 -0.95 -2.78 1.33  0.02
H7 1.55 -5.29 0.10  0.57
H8 2.38 -4.17 -0.99  0.19
H9 0.76 -4.74 -1.39  0.05
H10 -2.85 -4.85 -2.31  0.33
H11 -3.40 -4.63 -3.99  0.40
H12 -3.47 -3.27 -2.84  0.32
H13 -0.64 -5.67 -3.16  0.29
H14 0.36 -4.63 -4.19  0.08
H15 -1.10 -5.41 -4.85  0.51
H16 -2.10 -1.82 -4.39  0.29
H17 -2.06 -3.17 -5.55  0.53
H18 -0.55 -2.41 -4.99  0.17
H19 3.91 -3.64 -2.86  0.38
H20 4.67 -2.67 -4.14  0.39
H21 3.31 -3.75 -4.52  0.36
H22 3.42 -1.59 -1.46  0.17
H23 2.58 -0.22 -2.21  0.05
H24 4.25 -0.62 -2.70  0.74
H25 2.09 -1.82 -5.54  0.37
H26 3.38 -0.68 -5.11  0.47
H27 1.71 -0.39 -4.56  0.21
N1 4.67 1.69 -0.18  -0.03
C13 5.19 0.64 0.56  -0.85
C14 4.10 -0.01 1.07  -0.56
N2 2.95 0.59 0.64  0.40
C15 3.32 1.61 -0.10  -0.14
C16 2.37 2.51 -0.73  -0.21
N3 1.09 2.27 -0.74  0.87
C17 0.50 3.33 -1.38  -0.46
C18 1.46 4.23 -1.76  -1.24
N4 2.66 3.69 -1.34  0.03
H28 5.21 2.32 -0.74  0.18
H29 6.25 0.48 0.66  0.43
H30 4.08 -0.88 1.71  0.46
H31 -0.56 3.37 -1.53  0.42
H32 1.40 5.17 -2.28  0.45
H33 3.55 4.14 -1.43  0.16
C19 0.54 4.63 2.04  -1.29
C20 -0.92 4.84 1.74  0.97
C21 -1.39 6.11 1.44  -0.76
C22 -2.72 6.36 1.15  -0.73
C23 -3.62 5.30 1.15  -0.69
C24 -3.17 4.02 1.45  -0.78
C25 -1.83 3.75 1.75  0.72
P1 -1.14 2.05 2.01  0.60
C26 -2.59 1.04 1.48  0.62
C27 -2.55 0.71 0.13  -0.35
C28 -3.52 -0.08 -0.47  -0.70
C29 -4.57 -0.56 0.30  -0.77
C30 -4.62 -0.23 1.65  -0.87
C31 -3.65 0.57 2.26  1.20
C32 -3.79 0.89 3.73  -1.29
C33 -0.89 2.01 3.81  -0.06
C34 -1.11 3.06 4.70  -0.60
C35 -0.63 2.97 6.00  -0.67
C36 0.07 1.83 6.39  -0.68
C37 0.25 0.78 5.51  -0.35
C38 -0.26 0.81 4.21  0.36
C39 -0.20 -0.27 3.20  -1.61
H34 1.12 5.52 1.76  0.40
H35 0.93 3.76 1.49  0.02
H36 0.70 4.43 3.10  0.27
H37 -0.68 6.94 1.43  0.37
H38 -3.06 7.36 0.92  0.34
H39 -4.66 5.46 0.93  0.42
H40 -3.87 3.19 1.44  0.41
H41 -1.74 1.05 -0.51  0.19
H42 -3.42 -0.34 -1.52  0.44
H43 -5.33 -1.19 -0.13  0.37
H44 -5.44 -0.60 2.26  0.35
H45 -4.75 0.52 4.10  0.45
H46 -3.74 1.97 3.90  0.19
H47 -2.99 0.44 4.31  0.24
H48 -1.63 3.95 4.37  0.44
H49 -0.79 3.79 6.69  0.41
H50 0.46 1.77 7.41  0.36
H51 0.77 -0.12 5.84  0.46
H52 -0.98 -1.02 3.37  0.13
H53 0.77 -0.78 3.24  0.18

Its LUMO energy is 1.5900 eV. For the electronic energy, the calculation gives -85832.902 eV. The energy relative to the best compared isomer or geometry (same formula, charge and spin) is 44.8 kJ/mol. The frontier orbital gap is 4.70 eV. Its total charge is -1. The HOMO energy comes out at -0.114 Ha.

No. 2
Below is a structure of composition C39H55AsF6Ge2N3O2PS4SiY in a non-equilibrium geometry, with properties calculated with ωB97M-V with the def2-TZVPD basis set.

Last column: Mulliken charge in e.
Geometry (Å):
Y1 -1.44 0.52 0.74  0.02
C1 0.11 2.70 5.76  -0.90
C2 0.83 3.51 4.70  -0.47
O1 1.32 2.63 3.67  -0.30
P1 0.63 2.53 2.24  0.76
S1 1.30 0.87 1.38  -0.69
S2 -1.34 2.75 2.39  -0.60
O2 1.21 3.83 1.50  -0.47
C3 1.69 3.86 0.14  0.03
C4 3.20 3.85 0.12  -1.34
H1 -0.20 3.36 6.57  0.41
H2 0.77 1.94 6.17  0.25
H3 -0.76 2.21 5.34  0.14
H4 1.71 4.00 5.10  0.41
H5 0.18 4.27 4.27  0.38
H6 1.28 4.77 -0.30  0.41
H7 1.29 3.00 -0.41  0.00
H8 3.60 4.68 0.70  0.42
H9 3.55 3.93 -0.91  0.40
H10 3.58 2.91 0.55  0.09
C5 4.40 1.30 -2.40  -0.96
C6 3.93 0.12 -1.55  -0.66
Ge1 2.04 -0.48 -1.74  1.29
C7 1.88 -1.61 -3.38  -0.38
C8 2.94 -1.34 -4.45  -1.34
C9 1.22 1.13 -2.52  -1.30
C10 0.20 1.97 -2.73  0.62
Ge2 -1.43 2.02 -1.54  2.33
C11 -2.90 1.26 -2.70  -0.53
C12 -4.01 2.19 -3.20  -1.21
C13 -1.90 3.91 -1.04  -0.41
C14 -2.07 5.10 -1.99  -1.36
C15 0.29 2.85 -3.95  -0.07
C16 1.48 3.14 -4.63  -0.22
C17 1.50 3.91 -5.78  -0.89
C18 0.32 4.44 -6.29  -0.45
C19 -0.87 4.18 -5.63  -0.84
C20 -0.87 3.41 -4.48  0.63
H11 5.43 1.57 -2.16  0.48
H12 3.78 2.18 -2.24  -0.06
H13 4.37 1.07 -3.47  0.23
H14 4.07 0.36 -0.49  0.34
H15 4.56 -0.76 -1.74  0.56
H16 0.88 -1.42 -3.78  0.32
H17 1.89 -2.66 -3.09  0.26
H18 2.86 -0.33 -4.85  0.21
H19 2.83 -2.03 -5.29  0.42
H20 3.95 -1.47 -4.05  0.28
H21 1.99 1.20 -3.29  -0.59
H22 -3.38 0.48 -2.09  0.45
H23 -2.42 0.73 -3.52  0.51
H24 -4.44 2.77 -2.38  0.23
H25 -4.83 1.61 -3.65  0.38
H26 -3.67 2.89 -3.96  0.24
H27 -1.15 4.18 -0.29  0.22
H28 -2.83 3.79 -0.46  0.26
H29 -1.15 5.34 -2.51  0.31
H30 -2.38 5.99 -1.43  0.44
H31 -2.84 4.91 -2.75  0.21
H32 2.43 2.77 -4.26  0.39
H33 2.44 4.10 -6.27  0.41
H34 0.33 5.04 -7.19  0.38
H35 -1.80 4.59 -6.00  0.41
H36 -1.81 3.21 -3.98  -0.56
S3 -2.26 -2.79 -2.35  -0.38
C21 -1.60 -2.01 -1.13  -0.20
N1 -1.11 -1.44 -0.21  0.29
C22 -0.33 -6.16 0.05  -0.65
C23 -0.40 -5.23 1.08  -0.37
C24 0.36 -4.07 1.01  -0.07
C25 1.20 -3.81 -0.07  0.65
C26 1.27 -4.78 -1.08  -0.30
C27 0.51 -5.94 -1.02  -0.85
Si1 2.31 -2.29 -0.16  0.59
C28 2.99 -1.95 1.55  0.82
C29 4.35 -2.17 1.79  -0.66
C30 4.88 -2.02 3.06  -0.72
C31 4.06 -1.67 4.13  -0.54
C32 2.71 -1.45 3.91  -0.86
C33 2.18 -1.59 2.64  0.02
H37 -0.93 -7.07 0.09  0.38
H38 -1.04 -5.41 1.93  0.46
H39 0.29 -3.36 1.83  0.10
H40 1.94 -4.63 -1.92  0.25
H41 0.58 -6.66 -1.83  0.38
H42 3.49 -2.79 -0.92  -0.40
H43 4.99 -2.45 0.97  0.40
H44 5.94 -2.19 3.22  0.40
H45 4.48 -1.56 5.12  0.38
H46 2.06 -1.16 4.73  0.49
H47 1.13 -1.38 2.49  -0.01
F1 -3.91 1.61 0.26  -0.56
As1 -4.85 0.42 1.13  2.34
F2 -5.77 1.64 1.90  -0.48
F3 -5.94 0.22 -0.16  -0.51
F4 -5.59 -0.83 2.06  -0.52
F5 -3.75 -0.78 0.41  -0.48
F6 -3.58 0.54 2.35  -0.50
C34 -4.20 -3.87 1.30  -1.17
C35 -3.36 -3.65 2.52  1.42
C36 -3.19 -4.53 3.54  -1.33
C37 -2.35 -4.15 4.61  1.04
N2 -1.73 -2.99 4.66  -0.59
C38 -1.88 -2.11 3.64  -0.01
S4 -1.09 -0.63 3.58  -0.11
N3 -2.71 -2.47 2.60  0.67
C39 -2.10 -5.10 5.74  -1.26
H48 -4.80 -4.77 1.41  0.46
H49 -3.55 -3.98 0.42  0.15
H50 -4.84 -3.01 1.12  0.17
H51 -3.69 -5.49 3.53  0.40
H52 -2.83 -1.81 1.85  -0.66
H53 -3.02 -5.61 6.03  0.35
H54 -1.68 -4.56 6.58  0.36
H55 -1.38 -5.86 5.42  0.28

Its LUMO energy is 2.0261 eV. For the electronic energy, the calculation gives -301639.416 eV. The energy relative to the best compared isomer or geometry (same formula, charge and spin) is 177.2 kJ/mol. The frontier orbital gap is 6.87 eV. Its total charge is -1. The HOMO energy comes out at -0.178 Ha.

No. 3
Below is a structure of composition C39H55F6NO4P2PdS2Si, with properties calculated with ωB97M-V with the def2-TZVPD basis set.

Last column: Mulliken charge in e.
Geometry (Å):
Pd1 0.15 -0.70 -1.23  -1.24
C1 3.39 0.89 -2.72  -1.38
Si1 1.79 0.98 -1.72  1.02
C2 0.75 2.32 -2.58  -0.06
C3 1.32 3.22 -3.48  -0.73
C4 0.53 4.06 -4.26  -0.79
C5 -0.85 4.02 -4.14  -1.11
C6 -1.43 3.16 -3.22  -0.67
C7 -0.65 2.32 -2.44  1.00
P1 -1.26 1.30 -1.05  0.80
C8 -1.16 2.62 0.26  1.40
C9 -2.05 3.85 0.05  -0.84
C10 -1.46 5.02 0.86  -1.09
C11 -0.91 4.56 2.22  -0.33
C12 -1.62 3.28 2.67  -1.48
C13 -1.28 2.13 1.71  1.11
C14 -2.99 0.69 -1.29  0.46
C15 -4.12 1.63 -1.74  -0.59
C16 -5.47 0.97 -1.48  -1.08
C17 -5.74 0.80 0.03  -0.95
C18 -4.43 0.64 0.81  -0.40
C19 -3.41 -0.13 -0.04  -0.22
C20 2.21 1.50 0.09  0.85
C21 2.70 2.78 0.36  -0.25
C22 2.95 3.20 1.66  -0.95
C23 2.74 2.34 2.72  -0.96
C24 2.27 1.06 2.48  -0.35
C25 2.00 0.64 1.18  0.49
P2 1.37 -1.03 0.79  0.94
C26 2.88 -2.07 0.65  1.35
C27 3.88 -1.53 -0.38  0.26
C28 4.96 -2.58 -0.67  -1.04
C29 5.33 -3.39 0.58  -0.74
C30 5.10 -2.54 1.83  -0.91
C31 3.59 -2.29 2.01  -0.65
C32 0.59 -1.78 2.28  0.23
C33 -0.62 -1.06 2.85  0.09
C34 -1.06 -1.70 4.17  -1.29
C35 -0.82 -3.22 4.19  -0.90
C36 -0.93 -3.77 2.77  -0.81
C37 0.23 -3.26 1.92  -1.38
H1 4.17 1.54 -2.29  0.44
H2 3.21 1.22 -3.75  0.51
H3 3.80 -0.11 -2.79  0.33
H4 2.39 3.25 -3.62  0.48
H5 1.00 4.74 -4.96  0.42
H6 -1.47 4.66 -4.75  0.42
H7 -2.51 3.16 -3.12  0.32
H8 -0.13 2.95 0.11  -0.17
H9 -3.06 3.63 0.39  0.47
H10 -2.12 4.14 -1.00  0.09
H11 -2.24 5.78 1.00  0.47
H12 -0.67 5.49 0.28  0.38
H13 -1.02 5.35 2.96  0.53
H14 0.16 4.35 2.14  -0.06
H15 -2.70 3.45 2.70  0.40
H16 -1.33 3.00 3.69  0.55
H17 -2.03 1.34 1.81  0.08
H18 -0.32 1.71 1.99  -1.25
H19 -2.84 -0.02 -2.10  0.10
H20 -4.02 1.83 -2.80  0.54
H21 -4.09 2.60 -1.23  0.16
H22 -5.46 -0.01 -1.97  0.34
H23 -6.27 1.54 -1.95  0.51
H24 -6.37 -0.07 0.19  0.32
H25 -6.29 1.67 0.41  0.37
H26 -4.60 0.13 1.76  0.62
H27 -4.02 1.62 1.06  -0.18
H28 -3.84 -1.07 -0.37  0.70
H29 -2.53 -0.40 0.56  -0.74
H30 2.86 3.48 -0.46  0.40
H31 3.32 4.21 1.84  0.43
H32 2.94 2.67 3.74  0.40
H33 2.10 0.39 3.32  0.39
H34 2.49 -3.02 0.28  0.29
H35 4.32 -0.61 0.00  0.58
H36 3.37 -1.29 -1.30  -1.37
H37 5.84 -2.08 -1.08  0.54
H38 4.59 -3.24 -1.46  0.20
H39 6.37 -3.72 0.52  0.51
H40 4.72 -4.29 0.65  0.28
H41 5.62 -1.59 1.72  0.34
H42 5.50 -3.02 2.73  0.52
H43 3.45 -1.44 2.68  -0.04
H44 3.15 -3.16 2.50  0.38
H45 1.36 -1.81 3.06  1.00
H46 -1.43 -1.10 2.12  -0.22
H47 -0.40 -0.01 3.00  0.19
H48 -2.12 -1.49 4.33  0.44
H49 -0.53 -1.23 5.01  0.37
H50 -1.52 -3.71 4.86  0.53
H51 0.18 -3.44 4.58  0.31
H52 -1.88 -3.45 2.32  0.30
H53 -0.93 -4.86 2.75  0.54
H54 -0.88 -3.11 0.27  0.04
H55 1.10 -3.88 2.11  0.29
F1 0.10 -5.19 -1.74  -0.20
C38 1.27 -4.75 -2.17  0.54
F2 2.20 -4.95 -1.22  -0.20
F3 1.63 -5.44 -3.25  -0.23
S1 1.21 -2.92 -2.55  0.72
O1 -0.01 -3.45 0.53  0.03
O2 2.47 -2.71 -3.27  -0.76
N1 -0.02 -3.00 -3.60  -0.56
S2 -1.33 -2.28 -3.17  0.41
O3 -1.44 -0.91 -3.60  -0.61
O4 -1.72 -2.49 -1.78  -0.61
C39 -2.56 -3.21 -4.16  0.43
F4 -2.56 -4.49 -3.82  -0.19
F5 -3.77 -2.69 -3.90  -0.20
F6 -2.31 -3.10 -5.46  -0.19

Its LUMO energy (spin up / spin down) is 0.4050 / -1.0602 eV. For the electronic energy, the calculation gives -118927.521 eV. The energy relative to the best compared isomer or geometry (same formula, charge and spin) is 0.0 kJ/mol. The frontier orbital gap (spin up / spin down) is 6.70 / 7.80 eV. Its total charge is 0. The HOMO energy (spin up / spin down) comes out at -0.231 / -0.325 Ha. Its spin multiplicity is 3.